# 1
The following is a DFT calculation (the ωB97M-V functional and the def2-TZVPD basis) of 2 unconnected molecules or ions with the total composition CH6N4O2 in a non-equilibrium geometry.

Energy above the lowest of the compared OMol25 structures with the same formula, charge and spin (kcal per mole): 0.0
Highest occupied orbital energy (eV): -9.643
Multiplicity: 1
SMILES: [H]/N=N/N.NC(=O)O

XYZ file:
```
13
Properties=species:S:1:pos:R:3:forces:R:3:lowdin_charge:R:1
H -0.769107 2.130968 0.204539 0.4 0.1 0.4 0.0485
N -0.691229 1.405558 0.927056 -0.6 0.5 -1.1 -0.0007
N 0.417519 1.440302 1.477119 -0.8 -0.3 -0.3 -0.1552
N 0.441783 0.452256 2.382424 1.2 -0.6 0.9 -0.0079
H 1.377113 0.098914 2.558602 -0.2 0.3 0.0 0.0871
H -0.237779 -0.271345 2.171481 0.0 0.0 0.1 0.0777
N -0.999461 -1.184798 -1.307559 -0.6 -0.4 0.0 0.1784
C 0.291843 -0.821052 -1.261735 0.1 -0.3 0.6 -0.7265
O 1.162174 -1.309986 -0.571474 -0.2 0.0 0.0 0.0466
O 0.518140 0.196432 -2.098614 1.1 0.6 -0.3 0.0872
H -1.340694 -1.868047 -0.649768 0.1 0.2 -0.2 0.1165
H -1.643718 -0.640943 -1.859148 0.1 -0.2 0.2 0.1121
H 1.473414 0.371747 -1.972926 -0.5 0.1 -0.3 0.1361
```
Positions in Å, forces in eV/Å.

***

# 2
The following is a DFT calculation (the ωB97M-V functional and the def2-TZVPD basis) of C4H4N2O in the gas phase.

Energy above the lowest of the compared OMol25 structures with the same formula, charge and spin (kcal per mole): 4.4
Highest occupied orbital energy (eV): -9.328
Multiplicity: 1
SMILES: O=c1cc[nH]cn1

XYZ file:
```
11
Properties=species:S:1:pos:R:3:forces:R:3:lowdin_charge:R:1
O 2.338804 -1.388415 -0.013940 -0.3 0.2 -0.1 0.0530
C 1.262815 -0.834175 -0.103807 0.1 0.0 0.0 -0.4885
C 1.110962 0.630908 -0.044666 -0.1 0.0 0.1 0.0083
C -0.108882 1.171212 0.115732 0.1 -0.1 0.0 -0.0909
N -1.217137 0.349571 0.129844 0.1 -0.1 0.0 0.0445
C -1.055567 -0.985938 -0.120313 0.0 0.0 0.0 -0.1769
N 0.069970 -1.580874 -0.269863 -0.1 0.2 0.1 0.1446
H 2.005116 1.243217 -0.072214 -0.2 -0.1 0.0 0.1128
H -0.299095 2.235317 0.218122 0.1 -0.2 0.0 0.1228
H -2.123992 0.711650 0.376832 0.1 0.0 -0.2 0.1431
H -1.982989 -1.552469 -0.215724 0.1 0.1 0.1 0.1271
```
Positions in Å, forces in eV/Å.

***

# 3
The following is a DFT calculation (the ωB97M-V functional and the def2-TZVPD basis) of a molecular structure, C50H64AsBiBrGeN6O5Si2.

Energy above the lowest of the compared OMol25 structures with the same formula, charge and spin (kcal per mole): 0.0
Highest occupied orbital energy (eV): -5.525
Multiplicity: 1
Total charge: -1

XYZ file:
```
131
Properties=species:S:1:pos:R:3:forces:R:3:lowdin_charge:R:1
Bi -1.795472 0.117272 -0.221452 0.4 0.2 0.0 1.6054
N 0.078163 2.837217 0.249181 0.0 0.0 0.0 0.0043
C 0.204792 3.658775 -0.940510 0.0 0.0 0.0 -0.2760
C -0.901400 3.367969 -1.943739 0.0 0.0 -0.1 -0.2131
N -1.002361 1.964940 -2.355201 0.0 -0.1 0.1 -0.1172
C 0.177127 1.400874 -3.000918 0.0 0.1 -0.1 -0.2223
C 1.029736 0.569010 -2.049967 -0.1 0.1 0.0 -0.2462
N 0.264344 -0.586430 -1.582535 -0.1 -0.1 0.0 -0.0637
H 0.812453 3.049271 0.914250 0.0 -0.1 0.0 0.0690
H -0.810980 3.028709 0.713328 -0.1 0.0 0.0 0.0290
H 0.160269 4.739249 -0.737897 0.0 0.0 0.0 0.1106
H 1.182223 3.472921 -1.401974 0.0 0.0 0.0 0.1000
H -1.858311 3.643603 -1.497429 0.0 0.0 0.0 0.1052
H -0.732802 4.016658 -2.818816 0.0 0.0 0.0 0.1141
H -1.815396 1.865861 -2.947353 0.0 0.0 0.0 0.0561
H -0.153162 0.739730 -3.805821 0.0 0.0 -0.1 0.0921
H 0.795778 2.181301 -3.465965 0.0 0.0 0.0 0.1183
H 1.953386 0.271706 -2.556240 0.0 0.0 0.0 0.1074
H 1.282286 1.154592 -1.167414 0.1 0.0 0.0 0.0901
H 0.158917 -1.281821 -2.313473 0.0 0.0 0.0 0.0733
H 0.727700 -1.027854 -0.782327 0.1 0.1 0.1 0.0476
O -0.669732 0.991644 2.456065 0.3 -0.3 -0.3 -0.1509
C -1.404987 0.497518 3.527349 0.0 -0.1 0.1 -0.2178
C -2.881102 0.292027 3.222041 0.0 0.1 0.0 -0.2344
C -3.787898 0.403856 4.273952 0.0 0.0 0.0 -0.0226
C -5.139694 0.271013 4.032043 0.0 0.0 0.0 -0.0581
C -5.563594 0.049032 2.730941 0.0 0.0 0.0 -0.0460
C -4.605740 -0.050186 1.743370 0.0 -0.1 -0.1 -0.1545
N -3.293471 0.043489 1.976655 0.1 0.0 0.1 0.0326
H 0.039087 0.346983 2.161976 -0.3 0.2 -0.2 0.0308
H -1.362176 1.210013 4.359480 0.0 0.0 0.0 0.1217
H -0.979814 -0.441418 3.903253 -0.1 -0.1 0.0 0.1265
H -3.418350 0.619255 5.267972 0.0 0.0 0.0 0.1130
H -5.854318 0.365174 4.839447 0.0 0.0 0.0 0.1062
H -6.610728 -0.028021 2.476217 0.0 0.0 0.0 0.1073
H -4.896336 -0.188410 0.708992 0.0 0.0 0.0 0.0562
N -0.457096 -7.370401 1.184785 0.0 0.0 0.0 0.1345
C -0.666906 -6.257557 0.984288 0.0 0.0 0.0 -0.1939
C -0.942090 -4.869602 0.735324 0.0 0.0 0.0 -0.2423
C -1.099000 -4.412340 -0.568967 0.0 0.0 0.0 -0.0414
C -1.391514 -3.075457 -0.791893 0.1 0.0 0.0 -0.1849
C -1.516791 -2.158742 0.249015 0.0 0.0 0.1 -0.3844
C -1.331083 -2.643768 1.543101 0.0 0.0 0.0 -0.1282
C -1.059430 -3.975988 1.798070 0.0 0.0 0.0 -0.0238
H -1.000122 -5.106324 -1.394969 0.0 0.0 0.0 0.1154
H -1.537176 -2.744057 -1.815634 0.0 0.0 0.0 0.0566
H -1.400003 -1.973970 2.386984 0.0 0.1 0.1 0.0745
H -0.924811 -4.330355 2.811841 0.0 0.0 0.0 0.1161
Br -6.783500 7.009572 2.701040 0.0 0.0 0.0 0.6956
C -6.486113 5.505562 1.579118 0.0 0.0 0.0 -0.6718
C -7.538638 4.999531 0.834110 0.0 0.0 0.0 -0.2147
N -7.401325 3.947936 0.033932 0.0 0.0 0.0 0.0629
C -6.200435 3.374206 -0.033284 0.0 0.0 0.0 -0.0854
C -5.089625 3.818864 0.675149 0.0 0.0 0.0 -0.1026
C -5.237794 4.920101 1.503571 0.0 0.0 0.0 -0.0569
C -3.738896 3.111852 0.560362 -0.1 0.0 0.1 -0.6550
O -2.774299 3.647866 1.125143 0.2 0.1 0.0 -0.0132
O -3.759470 2.040578 -0.096860 0.1 0.0 -0.2 -0.2471
H -8.519056 5.458233 0.886717 0.0 0.0 0.0 0.0932
H -6.095867 2.512118 -0.681236 0.0 0.0 0.0 0.1102
H -4.383334 5.285145 2.057210 0.0 0.0 0.0 0.1132
O 3.194626 -0.871230 0.584225 0.1 0.1 -0.1 -0.0334
C 2.286152 -0.329067 1.239198 0.1 -0.1 -0.1 -0.6393
O 1.058396 -0.630687 1.157335 -0.2 0.2 0.4 -0.0944
C 2.705345 0.771805 2.212273 0.0 -0.1 0.0 -0.1701
C 3.911806 1.555272 1.712727 0.0 -0.1 -0.1 -0.2379
Ge 5.425637 0.397505 1.214752 0.2 0.1 0.2 1.0176
C 5.791569 -0.294578 -0.574864 -0.1 0.0 0.0 -0.2845
C 4.992692 0.005010 -1.672961 0.0 0.0 0.0 -0.1025
C 5.310430 -0.462455 -2.939397 0.0 0.0 0.0 -0.0917
C 6.434267 -1.255983 -3.124693 0.0 0.0 0.0 -0.1043
C 7.238326 -1.569280 -2.039255 0.0 0.0 0.0 -0.0946
C 6.920774 -1.083836 -0.776776 0.0 0.0 0.0 -0.1251
C 6.973890 1.650656 1.471747 -0.1 0.0 0.0 -0.2372
C 7.849761 1.954896 0.429059 0.0 0.0 0.0 -0.1063
C 8.881406 2.872662 0.585006 0.0 0.0 0.0 -0.0997
C 9.064920 3.515877 1.798557 0.0 0.0 0.0 -0.1116
C 8.203102 3.238473 2.849817 0.0 0.0 0.0 -0.1025
C 7.173654 2.324347 2.679443 0.0 0.0 0.0 -0.1239
C 5.619730 -1.044914 2.531916 0.0 0.0 0.0 -0.2478
C 5.492772 -2.373993 2.130564 0.0 0.0 0.0 -0.1022
C 5.607471 -3.412219 3.043143 0.0 0.0 0.0 -0.0872
C 5.838308 -3.139494 4.384246 0.0 0.0 0.0 -0.1060
C 5.948021 -1.823573 4.805251 0.0 0.0 0.0 -0.1014
C 5.840400 -0.789660 3.883849 0.0 0.0 0.0 -0.1082
H 2.977595 0.266447 3.146002 -0.1 0.0 0.0 0.1152
H 1.847089 1.407902 2.432186 0.1 0.1 0.0 0.0896
H 4.303100 2.202144 2.501699 0.0 0.1 0.0 0.0585
H 3.652044 2.207612 0.873892 0.0 0.0 0.0 0.0713
H 4.098223 0.595053 -1.527870 -0.1 0.0 0.0 0.0835
H 4.675107 -0.217948 -3.782632 0.0 0.0 0.0 0.0948
H 6.679457 -1.631770 -4.110259 0.0 0.0 0.0 0.0940
H 8.114436 -2.191510 -2.174560 0.0 0.0 0.0 0.0964
H 7.566004 -1.325663 0.061437 0.0 0.0 0.0 0.1074
H 7.730256 1.465679 -0.530238 0.0 0.0 0.0 0.0868
H 9.542673 3.085626 -0.246294 0.0 0.0 0.0 0.0956
H 9.868070 4.231272 1.924004 0.0 0.0 0.0 0.0934
H 8.329865 3.738821 3.802271 0.0 0.0 0.0 0.0954
H 6.509492 2.144661 3.517054 0.0 0.0 0.0 0.0778
H 5.271466 -2.596201 1.094450 0.0 0.0 0.0 0.0984
H 5.500594 -4.436714 2.709108 0.0 0.0 0.0 0.0990
H 5.923869 -3.948823 5.098788 0.0 0.0 0.0 0.0944
H 6.115174 -1.599674 5.851914 0.0 0.0 0.0 0.0950
H 5.925382 0.230018 4.239568 0.0 0.0 0.0 0.0814
C -3.072168 0.890058 -5.052254 -0.1 0.0 0.1 -0.2348
Si -3.340807 -0.780086 -4.200875 -0.1 0.1 -0.1 0.1918
C -1.895747 -1.886052 -4.688376 0.0 0.0 0.0 -0.2169
C -4.912961 -1.427373 -5.019779 0.0 0.0 0.0 -0.2399
As -3.880039 -0.449801 -1.948845 -0.1 -0.3 -0.1 0.6818
Si -4.797473 -2.604454 -1.532096 0.0 0.0 0.0 0.2404
C -4.287298 -4.053933 -2.629833 0.0 0.1 0.0 -0.2138
C -4.599539 -3.211114 0.245422 0.0 0.1 0.0 -0.2060
C -6.641523 -2.333688 -1.818896 0.1 0.0 0.0 -0.2468
H -3.457144 0.822350 -6.072674 0.0 0.0 0.0 0.0246
H -2.026073 1.182193 -5.122059 0.1 0.0 0.0 0.0079
H -3.625266 1.689880 -4.556895 0.0 0.0 0.0 0.0254
H -1.905102 -2.022499 -5.773373 0.0 0.0 0.0 0.0311
H -1.945235 -2.870400 -4.224805 0.0 -0.1 0.0 0.0106
H -0.938346 -1.434435 -4.421184 0.0 0.0 0.0 0.0022
H -4.809527 -1.371738 -6.106617 0.0 0.0 0.0 0.0277
H -5.753772 -0.795750 -4.726594 0.0 0.0 0.0 0.0276
H -5.163045 -2.453531 -4.756666 0.0 0.1 0.0 -0.0038
H -3.267167 -4.367534 -2.419100 0.1 0.0 0.0 0.0029
H -4.371822 -3.859968 -3.697508 0.0 0.0 0.0 -0.0022
H -4.945205 -4.893939 -2.389006 0.0 0.0 0.0 0.0344
H -4.225979 -4.237035 0.236851 0.0 0.0 0.0 0.0332
H -5.564214 -3.200979 0.757197 0.0 0.0 0.0 0.0289
H -3.897184 -2.625164 0.833831 -0.1 0.0 0.0 -0.0127
H -6.856341 -2.071462 -2.855001 0.0 0.0 0.0 0.0075
H -6.998651 -1.511892 -1.195509 0.0 0.0 0.0 0.0179
H -7.209790 -3.232640 -1.565436 0.0 0.0 0.0 0.0264
```
Positions in Å, forces in eV/Å.

***

# 4
The following is a DFT calculation (the ωB97M-V functional and the def2-TZVPD basis) of 2 unconnected molecules or ions with the total composition C9H14 in a non-equilibrium geometry.

Energy above the lowest of the compared OMol25 structures with the same formula, charge and spin (kcal per mole): 36.4
Highest occupied orbital energy (eV): -8.927
Multiplicity: 1
SMILES: Cc1ccccc1.CC

XYZ file:
```
23
Properties=species:S:1:pos:R:3:forces:R:3:lowdin_charge:R:1
C -0.144106 -1.221025 2.492781 0.6 0.7 0.1 -0.0693
C -0.977613 -0.597205 1.379402 -0.3 1.3 -1.9 -0.2716
C -0.977726 -1.277404 0.136493 -0.3 -0.5 0.9 -0.0797
C -1.557566 -0.796468 -1.053694 -0.4 -1.1 0.2 -0.0956
C -2.011812 0.494974 -0.992576 0.8 1.9 0.6 -0.1290
C -1.833464 1.341744 0.113393 -0.3 -2.4 0.8 -0.0895
C -1.541925 0.723488 1.352455 1.4 0.9 -0.1 -0.0409
H -0.479211 -2.225666 2.732584 0.0 -0.2 -0.2 0.0636
H -0.272953 -0.647941 3.428645 0.4 -0.1 -0.4 0.0734
H 0.976144 -1.284255 2.178039 -2.0 0.3 0.6 0.1139
H -0.552119 -2.268056 0.284212 0.0 -0.1 -0.9 0.1053
H -1.738717 -1.411794 -1.983918 0.6 0.6 1.3 0.1242
H -2.388971 1.127898 -1.746820 -0.5 -0.4 -1.8 0.0821
H -1.959542 2.395810 -0.112415 -0.3 0.0 0.9 0.1007
H -1.565830 1.403913 2.221899 0.3 -0.8 -0.2 0.1048
C 2.094196 1.134613 -0.838719 -1.0 1.3 -0.4 -0.1910
C 2.179893 -0.083367 -1.712986 -0.3 -1.0 -1.3 -0.2013
H 1.380670 0.927856 -0.039349 0.7 -0.1 0.7 0.0405
H 3.154771 1.403954 -0.549093 -1.6 0.1 0.1 0.0855
H 1.535823 1.980823 -1.337077 1.1 -0.5 0.2 0.0761
H 1.208869 -0.641362 -1.974029 1.4 0.5 1.3 0.0757
H 3.010187 -0.656131 -1.242079 -1.0 -0.6 -0.8 0.0708
H 2.461002 0.175601 -2.737147 0.7 0.2 0.1 0.0514
```
Positions in Å, forces in eV/Å.